No. 1
Computed, not measured: C25H18ClMnN4O2 as an isolated structure in a non-equilibrium geometry, with ωB97M-V with the def2-TZVPD basis set.

XYZ file:
```
51
Properties=species:S:1:pos:R:3:forces:R:3:nbo_charge:R:1
Mn -0.428 0.041 -0.655 0.05 0.16 0.24 1.435
O 0.685 -3.767 -0.933 0.02 -0.12 0.07 -0.545
C 0.590 -2.568 -0.836 -0.10 0.30 0.05 0.631
N -0.555 -1.818 -0.734 0.31 -0.50 -0.23 -0.656
C -1.851 -2.373 -0.745 -0.73 0.25 0.03 0.176
C -2.209 -3.717 -0.754 0.29 0.07 0.04 -0.231
C -3.553 -4.054 -0.771 -0.12 0.04 0.00 -0.198
C -4.533 -3.074 -0.772 0.05 -0.10 0.00 -0.195
C -4.192 -1.730 -0.763 0.09 0.28 0.02 -0.213
C -2.848 -1.376 -0.755 0.25 -0.70 0.04 0.080
N -2.290 -0.080 -0.759 -0.51 0.28 -0.25 -0.632
C -3.035 1.065 -0.874 0.33 -0.14 0.06 0.635
O -4.231 1.168 -0.994 -0.10 0.01 0.07 -0.542
C -2.151 2.284 -0.869 -0.09 0.02 -0.06 0.144
C -2.704 3.548 -0.863 0.04 0.06 -0.01 -0.190
C -1.859 4.646 -0.922 -0.01 -0.12 0.01 -0.108
C -0.491 4.428 -1.008 -0.02 0.02 -0.01 -0.223
C -0.018 3.130 -0.994 0.21 -0.01 -0.01 0.066
N -0.824 2.065 -0.908 -0.05 0.14 -0.02 -0.542
C 1.811 -1.690 -0.835 0.04 -0.08 -0.09 0.142
C 3.073 -2.243 -0.800 0.05 0.03 -0.02 -0.194
C 4.172 -1.400 -0.842 -0.10 0.00 0.00 -0.107
C 3.957 -0.032 -0.931 0.03 -0.04 -0.01 -0.231
C 2.660 0.441 -0.947 -0.05 0.20 0.02 0.088
N 1.593 -0.363 -0.891 0.21 -0.15 -0.06 -0.548
H -1.448 -4.479 -0.753 0.01 -0.03 -0.01 0.253
H -3.835 -5.098 -0.788 0.02 0.00 0.01 0.227
H -5.577 -3.353 -0.782 0.00 0.01 -0.01 0.227
H -4.952 -0.968 -0.774 -0.04 0.02 0.00 0.254
H -3.780 3.637 -0.819 0.00 -0.02 -0.02 0.271
H -2.260 5.650 -0.909 0.01 0.00 -0.02 0.246
H 0.203 5.252 -1.087 0.03 -0.02 0.02 0.247
H 1.044 2.938 -1.055 -0.02 0.00 0.03 0.204
H 3.163 -3.319 -0.746 -0.03 -0.01 -0.03 0.269
H 5.176 -1.801 -0.813 0.01 0.01 -0.01 0.245
H 4.782 0.663 -0.990 -0.02 0.02 0.03 0.248
H 2.469 1.503 -1.000 0.02 -0.02 0.01 0.201
Cl 5.145 0.962 3.147 0.03 -0.02 0.02 0.056
C 3.495 0.731 2.713 -0.10 0.03 -0.06 -0.017
C 2.736 1.826 2.312 0.06 0.04 0.06 -0.226
C 1.426 1.633 1.928 -0.14 -0.05 -0.03 -0.191
C 0.846 0.354 1.933 0.01 0.10 -0.07 -0.125
C -0.523 0.151 1.470 0.16 0.14 1.10 -0.467
C 1.623 -0.722 2.385 -0.05 -0.02 -0.12 -0.111
C 2.935 -0.540 2.770 0.05 -0.02 0.02 -0.243
H 3.175 2.814 2.320 0.01 -0.01 -0.01 0.241
H 0.824 2.483 1.627 0.01 0.02 0.02 0.218
H -1.175 1.001 1.666 -0.03 0.03 -0.37 0.225
H -0.972 -0.767 1.844 -0.08 -0.11 -0.42 0.240
H 1.179 -1.710 2.440 0.02 -0.01 -0.04 0.223
H 3.529 -1.373 3.121 0.01 0.01 0.00 0.245
```
Positions in Å, forces in eV/Å.

Properties
Total charge: +1
Spin multiplicity: 4
Orbital gap (alpha / beta) (eV): 5.58 / 6.89

=====

No. 2
Computed, not measured: C25H18Co2NO6S as an isolated structure in a non-equilibrium geometry, with ωB97M-V with the def2-TZVPD basis set.

XYZ file:
```
53
Properties=species:S:1:pos:R:3:forces:R:3:nbo_charge:R:1
C -2.985 -2.828 2.058 -1.13 -0.51 -0.14 -0.768
S -2.656 -1.372 0.919 0.55 -0.78 1.63 0.784
C -3.104 -0.268 2.345 -0.24 0.78 -0.54 -0.730
C -0.866 -1.181 0.803 -0.20 -1.56 1.87 -0.460
C -0.174 -2.479 0.456 -0.67 1.02 1.36 -0.028
C 1.119 -2.739 1.008 0.41 -0.23 -0.45 -0.224
C 1.863 -3.823 0.530 -0.09 0.43 0.44 -0.145
C 1.291 -4.761 -0.336 0.58 -0.12 -0.14 -0.246
C 2.070 -5.902 -0.810 0.41 -0.68 -0.59 0.296
N 2.681 -6.804 -1.232 -1.03 1.48 0.81 -0.356
C -0.032 -4.575 -0.729 -0.47 0.07 -0.10 -0.105
C -0.778 -3.474 -0.314 0.76 -0.54 -0.54 -0.259
H -2.965 -3.781 1.521 0.20 0.33 -0.02 0.235
H -2.382 -2.904 2.975 0.21 0.49 -0.62 0.233
H -4.021 -2.628 2.360 0.10 -0.42 0.01 0.210
H -3.285 0.739 1.938 0.17 -0.34 0.26 0.263
H -4.028 -0.675 2.786 0.33 0.24 -0.42 0.222
H -2.339 -0.217 3.133 0.05 -0.19 -0.55 0.241
H -0.665 -0.916 1.857 0.03 -0.44 -0.30 0.212
H 1.571 -2.134 1.824 -0.50 -0.13 -0.96 0.225
H 2.908 -3.940 0.826 -0.38 -0.04 0.12 0.225
H -0.479 -5.296 -1.394 -0.15 -0.18 -0.01 0.210
H -1.826 -3.428 -0.598 0.24 0.19 -0.18 0.205
O 5.481 2.642 -3.151 -1.19 -0.46 0.74 -0.573
C 4.475 2.259 -2.704 1.19 0.31 -1.74 0.451
Co 2.998 1.844 -1.839 1.78 0.42 1.52 -0.072
C 3.982 1.199 -0.507 -0.72 -0.75 0.17 0.551
O 4.624 0.853 0.391 -0.28 0.42 -0.67 -0.566
C 2.554 3.387 -1.110 -0.85 2.24 1.46 0.457
O 2.301 4.406 -0.599 0.56 -1.74 -0.92 -0.569
C 1.659 0.396 -1.608 1.08 -2.36 -0.47 -0.432
C 0.402 0.561 -1.079 0.77 -1.21 3.76 -0.261
C -0.030 0.293 0.278 2.99 2.72 -1.16 -0.283
C -0.741 1.506 0.856 0.34 -0.68 -0.45 -0.043
C -0.470 1.939 2.164 -0.08 0.08 -0.07 -0.257
C -1.058 3.103 2.658 0.19 -0.04 0.18 -0.212
C -1.858 3.909 1.858 -0.35 0.02 0.06 -0.261
C -2.115 3.497 0.555 0.13 -0.76 -0.55 -0.219
C -1.594 2.288 0.050 -0.43 0.48 0.52 -0.179
Co 0.702 1.579 -2.601 -0.19 2.88 -4.45 -0.074
C 1.836 2.352 -3.944 -0.37 -0.87 0.46 0.482
O 2.135 2.923 -4.903 0.03 -0.39 0.80 -0.558
C 0.112 3.234 -2.448 -1.74 2.22 1.33 0.509
O -0.344 4.299 -2.373 0.72 -1.37 -0.41 -0.562
C -0.424 1.008 -3.822 -1.28 -1.39 -1.50 0.552
O -1.178 0.708 -4.658 1.02 0.59 1.29 -0.560
H 2.126 -0.547 -1.974 -0.39 0.44 0.44 0.188
H 0.959 0.020 0.961 -2.43 0.60 -1.57 0.200
H 0.262 1.396 2.777 -0.39 0.11 -0.21 0.206
H -0.874 3.396 3.684 0.13 0.04 0.02 0.200
H -2.311 4.832 2.251 0.34 -0.47 -0.20 0.206
H -2.712 4.117 -0.107 0.01 -0.06 0.09 0.209
H -1.814 1.987 -0.983 0.21 0.12 0.59 0.228
```
Positions in Å, forces in eV/Å.

Properties
Total charge: -1
Orbital gap (eV): 3.71
Energy relative to the best compared isomer or geometry (same formula, charge and spin) (kcal/mol): 56.7

=====

No. 3
Computed, not measured: C25H18F3MoN4O4STe as an isolated structure, with ωB97M-V with the def2-TZVPD basis set.

XYZ file:
```
57
Properties=species:S:1:pos:R:3:forces:R:3:nbo_charge:R:1
Mo -0.677 0.295 -0.327 -0.29 -0.39 -0.58 0.919
O -2.850 -7.105 -0.268 0.03 -0.02 -0.03 -0.647
C -2.427 -6.635 0.918 0.01 0.00 0.04 0.767
O -2.343 -7.352 1.870 -0.01 0.01 0.00 -0.531
C -2.072 -5.174 0.993 0.00 0.00 -0.01 -0.163
C -1.669 -4.423 -0.102 0.00 -0.02 0.01 -0.121
C -1.329 -3.090 0.054 -0.04 0.01 0.12 -0.234
C -1.382 -2.492 1.306 -0.07 -0.10 -0.08 0.196
C -1.813 -3.239 2.404 -0.02 -0.02 -0.06 -0.240
C -2.138 -4.571 2.245 0.00 0.02 0.00 -0.132
N -1.000 -1.114 1.415 0.05 0.14 0.06 -0.409
C -0.823 -0.597 2.570 0.17 -0.08 -0.12 0.120
C -0.459 0.805 2.685 -0.05 0.09 0.01 0.214
C -0.403 1.442 3.912 0.03 -0.02 -0.04 -0.202
C -0.145 2.803 3.951 0.01 0.00 -0.04 -0.119
C 0.071 3.472 2.759 0.03 -0.03 0.01 -0.214
C 0.021 2.760 1.573 0.10 0.03 -0.02 0.105
N -0.243 1.455 1.523 0.07 -0.05 -0.04 -0.493
H -2.958 -6.397 -0.913 -0.03 0.00 0.00 0.485
H -1.583 -4.864 -1.088 -0.01 0.00 0.00 0.216
H -1.030 -2.520 -0.810 0.09 -0.01 0.00 0.221
H -1.927 -2.806 3.386 0.00 0.01 0.01 0.217
H -2.458 -5.164 3.090 0.00 -0.01 0.00 0.255
H -0.911 -1.170 3.485 -0.01 0.00 0.00 0.210
H -0.574 0.875 4.817 -0.02 0.00 0.01 0.244
H -0.124 3.333 4.893 0.03 0.00 0.01 0.247
H 0.276 4.532 2.734 0.01 0.01 0.01 0.250
H 0.201 3.253 0.630 -0.04 0.00 0.03 0.208
F 0.144 -0.563 -5.562 -0.01 0.00 0.00 -0.308
C -0.715 0.466 -5.545 -0.01 -0.02 -0.02 0.981
F -0.580 1.127 -6.699 0.00 0.02 -0.01 -0.309
F -1.955 -0.040 -5.508 0.00 -0.01 0.01 -0.307
C -0.455 1.369 -4.366 0.04 0.02 0.02 -0.195
C -0.155 2.699 -4.539 0.00 -0.02 0.02 -0.076
C 0.084 3.508 -3.425 0.00 -0.05 0.06 -0.264
C 0.036 2.939 -2.180 0.01 0.10 -0.09 0.079
N -0.237 1.635 -1.999 -0.04 -0.09 0.10 -0.514
C -0.519 0.854 -3.061 0.14 -0.01 0.01 0.116
S -0.961 -0.735 -2.585 -0.09 -0.04 0.11 0.056
H -0.113 3.112 -5.537 0.00 0.00 0.00 0.254
H 0.302 4.560 -3.533 0.01 0.01 0.00 0.246
H 0.222 3.532 -1.297 -0.03 0.00 -0.01 0.199
O -2.730 -0.278 -0.372 -0.05 -0.02 0.16 -0.408
N -3.232 0.875 -0.358 0.01 0.06 0.09 0.409
O -2.311 1.729 -0.278 -0.15 0.12 0.01 -0.456
Te 1.696 -0.965 -0.624 -0.03 0.37 0.00 0.371
C 2.967 0.514 0.185 0.02 -0.06 0.15 -0.283
C 4.016 0.141 1.020 -0.01 0.06 0.04 -0.239
C 4.912 1.099 1.476 0.01 -0.01 -0.02 -0.189
C 4.777 2.423 1.087 0.02 0.05 0.03 -0.206
C 3.735 2.797 0.249 -0.04 0.00 0.05 -0.215
C 2.830 1.845 -0.199 -0.02 0.00 0.05 -0.192
H 4.142 -0.894 1.313 -0.01 -0.01 0.01 0.225
H 5.724 0.806 2.128 0.01 -0.01 -0.01 0.228
H 5.488 3.163 1.428 0.00 0.00 0.01 0.227
H 3.635 3.828 -0.063 0.00 0.01 -0.01 0.216
H 2.024 2.138 -0.862 0.17 -0.06 -0.02 0.185
```
Positions in Å, forces in eV/Å.

Properties
Total charge: +1
Spin multiplicity: 3
Orbital gap (alpha / beta) (eV): 6.25 / 5.42
Energy relative to the best compared isomer or geometry (same formula, charge and spin) (kcal/mol): 20.9

=====

No. 4
Computed, not measured: C25H18GaN10O as an isolated structure, with ωB97M-V with the def2-TZVPD basis set.

XYZ file:
```
55
Properties=species:S:1:pos:R:3:forces:R:3:nbo_charge:R:1
Ga -0.074 0.084 0.096 -0.58 -0.10 -0.30 1.724
C 2.271 -2.062 -3.026 0.08 -0.04 -0.03 0.045
C 1.232 -1.305 -2.490 -0.04 0.00 0.08 0.050
N 1.027 -1.261 -1.175 0.18 0.01 0.14 -0.529
C 1.819 -2.033 -0.394 -0.09 0.02 0.25 0.129
C 2.874 -2.734 -0.945 0.13 -0.07 -0.16 0.063
N 3.112 -2.732 -2.255 -0.07 0.02 0.11 -0.267
C 1.333 -2.212 1.005 0.05 0.06 -0.19 0.209
C 1.682 -3.213 1.877 0.00 -0.10 0.12 -0.197
C 0.853 -3.474 2.990 0.05 0.00 -0.02 0.129
C -0.372 -2.788 3.075 0.00 -0.03 0.04 -0.156
C -0.645 -1.792 2.167 -0.19 0.07 -0.03 0.196
N 0.266 -1.446 1.254 0.05 0.09 0.00 -0.647
C -1.963 -1.150 1.900 0.26 -0.06 0.03 0.129
C -3.085 -1.275 2.699 -0.21 0.02 0.04 0.054
N -4.264 -0.776 2.335 0.13 0.00 -0.06 -0.274
C -4.335 -0.157 1.165 -0.07 -0.04 0.10 0.044
C -3.213 0.013 0.358 0.06 -0.04 -0.03 0.042
N -2.036 -0.484 0.730 -0.05 0.15 -0.19 -0.521
C 1.213 -4.511 3.965 -0.03 0.09 -0.11 -0.104
C 0.238 -5.283 4.590 0.00 -0.01 0.00 -0.213
C 0.645 -6.249 5.497 0.09 -0.17 0.16 0.061
N 1.919 -6.470 5.822 -0.12 0.33 -0.31 -0.326
C 2.843 -5.717 5.223 0.04 -0.18 0.17 0.061
C 2.548 -4.738 4.285 0.00 -0.01 0.02 -0.214
H 2.424 -2.111 -4.098 -0.01 0.00 0.00 0.254
H 0.543 -0.775 -3.128 0.04 -0.01 -0.01 0.220
H 3.542 -3.318 -0.324 0.01 -0.01 -0.03 0.239
H 2.527 -3.858 1.679 -0.02 0.00 0.01 0.265
H -1.093 -3.065 3.830 0.01 -0.01 0.00 0.255
H -3.039 -1.787 3.653 -0.03 0.01 0.00 0.239
H -5.301 0.222 0.853 0.00 0.00 0.02 0.252
H -3.268 0.537 -0.587 0.00 0.00 0.00 0.231
H -0.814 -5.185 4.353 0.01 -0.02 0.02 0.220
H -0.090 -6.878 5.985 0.01 -0.01 0.01 0.227
H 3.871 -5.904 5.507 0.00 -0.01 0.01 0.227
H 3.347 -4.145 3.858 0.00 -0.03 0.01 0.222
N -1.149 3.757 1.570 0.00 -0.06 0.16 -0.450
C -1.162 3.203 2.834 -0.03 0.09 -0.12 -0.004
C -0.759 1.912 2.691 0.11 0.00 -0.10 -0.064
N -0.488 1.686 1.356 0.14 -0.25 0.44 -0.590
C -0.740 2.812 0.716 -0.02 0.08 -0.31 0.321
C -0.549 2.772 -0.724 0.05 0.03 0.31 0.357
N -0.214 1.597 -1.263 -0.03 0.02 -0.21 -0.625
C 0.015 1.852 -2.613 -0.05 -0.10 0.14 -0.050
C -0.201 3.165 -2.857 -0.02 0.11 0.11 -0.008
N -0.551 3.729 -1.647 -0.04 -0.01 -0.20 -0.445
H -1.405 4.711 1.357 -0.01 0.01 0.00 0.464
H -1.446 3.769 3.705 0.00 0.01 -0.02 0.281
H -0.623 1.162 3.452 0.01 0.01 -0.02 0.256
H 0.326 1.109 -3.320 -0.05 0.00 0.02 0.247
H -0.135 3.741 -3.765 -0.01 0.00 0.01 0.284
H -0.769 4.707 -1.510 0.02 0.02 0.00 0.465
O 2.959 1.771 0.657 0.17 -0.04 0.09 -0.347
C 2.176 0.981 0.583 0.01 0.16 -0.16 0.573
```
Positions in Å, forces in eV/Å.

Properties
Total charge: +3
Orbital gap (eV): 6.26